Record 1
{
  "formula": "C4H6N2S2",
  "method": "ωB97M-V/def2-TZVPD",
  "symbols": ["C", "C", "C", "C", "H", "H", "H", "H", "H", "H", "N", "N", "S", "S"],
  "xyz": [[-1.6621, -1.3166, 0.0914], [2.0598, -0.1486, -0.1018], [1.0754, 0.9461, 0.2344], [-0.2798, 0.5912, -0.3075], [-2.4836, -0.6946, -0.2053], [-1.8280, -2.2801, -0.3281], [-1.6119, -1.3998, 1.2234], [1.1137, 1.0461, 1.3106], [1.4619, 1.9216, -0.1624], [-0.9006, 2.3959, -0.3599], [-0.4349, -0.7556, -0.5115], [-1.2445, 1.4425, -0.4301], [1.0535, -1.6107, -0.2265], [3.6812, -0.1375, -0.2268]],
  "lowdin_charge": [-0.102, -1.105, -0.205, -0.502, 0.068, 0.061, 0.110, 0.129, 0.137, 0.047, -0.401, 0.136, 0.969, 0.658],
  "charge": 0,
  "smiles": "[H]/N=C1\\CC(=S)SN1C",
  "e_above_lowest_kj_mol": 146.3,
  "energy_ev": -28894.6941,
  "gap_ha": 0.29966,
  "e_homo_ev": -8.70
}


Record 2
{
  "formula": "C4H6N3",
  "method": "ωB97M-V/def2-TZVPD",
  "symbols": ["C", "C", "C", "C", "N", "N", "N", "H", "H", "H", "H", "H", "H"],
  "xyz": [[2.1294, -0.0942, 0.0713], [1.2571, -1.2225, -0.1759], [0.1873, 1.1889, -0.0508], [-1.9875, 0.1166, 0.0915], [1.6882, 1.0574, -0.0445], [-0.5561, 0.0782, -0.0228], [-0.0159, -1.1070, -0.2534], [3.1504, -0.2720, 0.2132], [1.7509, -2.2763, -0.2953], [-0.3302, 2.1289, 0.2244], [-2.5643, 0.0469, -0.8687], [-2.4104, -0.8221, 0.6849], [-2.2990, 1.1772, 0.4262]],
  "lowdin_charge": [-0.096, -0.021, 0.110, -0.006, 0.166, -0.156, 0.137, 0.119, 0.178, 0.162, 0.119, 0.160, 0.128],
  "charge": 1,
  "smiles": "C[n+]1cnccn1",
  "e_above_lowest_kj_mol": 254.4,
  "energy_ev": -8705.8671,
  "gap_ha": 0.36736,
  "e_homo_ev": -15.59
}


Record 3
{
  "formula": "C4H6N3O3",
  "method": "ωB97M-V/def2-TZVPD",
  "symbols": ["C", "C", "C", "C", "N", "N", "N", "O", "O", "O", "H", "H", "H", "H", "H", "H"],
  "xyz": [[-0.7786, 1.6616, 0.1599], [-1.8929, 0.8082, -0.0144], [0.8621, -0.1843, 0.0886], [2.3327, -0.3953, 0.0221], [-0.1625, -0.9488, 0.0888], [0.4709, 1.1699, 0.1877], [-2.6292, -0.1865, -0.0937], [-3.2917, 1.0952, -0.0892], [-3.0228, -1.3059, -0.0445], [0.1429, -2.2539, -0.1019], [-0.9016, 2.8062, 0.0774], [2.8726, 0.4841, -0.6154], [2.9600, -0.4609, 0.8822], [2.5396, -1.3714, -0.5284], [1.2461, 1.8337, 0.0118], [-0.7478, -2.7519, -0.0310]],
  "lowdin_charge": [0.100, -0.159, -0.312, 0.011, 0.038, 0.109, -0.106, 0.169, 0.245, 0.021, 0.200, 0.147, 0.079, 0.115, 0.179, 0.162],
  "charge": 1,
  "smiles": "C/C(=N\\O)N/C=C1/O[N+]1=O",
  "e_above_lowest_kj_mol": 962.1,
  "energy_ev": -14842.2844,
  "gap_ha": [0.25949, 0.26343],
  "e_homo_ev": [-13.81, -13.79]
}


Record 4
{
  "formula": "C4H6N4",
  "method": "ωB97M-V/def2-TZVPD",
  "symbols": ["C", "C", "C", "C", "H", "H", "H", "H", "H", "H", "N", "N", "N", "N"],
  "xyz": [[0.3868, 1.6387, -0.0163], [-0.3418, 0.2460, -0.2141], [-1.8049, -1.2376, -0.0514], [0.1553, -0.9307, -0.2655], [0.8476, 1.9644, 0.9140], [-0.4853, 2.4321, -0.1576], [1.2679, 1.6617, -0.8136], [-2.4913, 0.7770, 0.0172], [-2.8383, -1.6879, 0.2410], [3.5356, -0.7774, 0.2210], [-1.6939, 0.0749, 0.1394], [-0.7637, -1.9858, -0.0961], [1.6798, -1.5428, 0.1636], [2.5461, -0.6326, -0.0817]],
  "lowdin_charge": [-0.048, -0.303, -0.310, -0.248, 0.046, 0.092, 0.097, 0.192, 0.148, 0.060, 0.094, 0.122, 0.057, 0.002],
  "charge": 0,
  "e_above_lowest_kj_mol": 428.0,
  "energy_ev": -10201.5036,
  "gap_ha": 0.35652,
  "e_homo_ev": -9.09
}


Record 5
{
  "formula": "C4H6N4",
  "method": "ωB97M-V/def2-TZVPD",
  "symbols": ["C", "C", "C", "C", "H", "H", "H", "H", "H", "H", "N", "N", "N", "N"],
  "xyz": [[-0.6730, 0.1216, -0.6135], [1.5814, 0.4885, -1.1986], [0.7479, -0.1542, -0.1168], [1.0504, -0.8336, 0.9397], [-2.4275, -0.7621, 2.1992], [-1.1758, 0.5666, 1.9975], [-1.3441, 1.0545, -2.1375], [2.5969, 0.4160, -1.4445], [0.3765, -1.4112, 1.7983], [2.2290, -0.6178, 1.0482], [-1.4601, -0.3942, 1.4969], [-1.7828, 0.1947, 0.2178], [-0.5317, 0.5075, -1.9242], [0.8127, 0.8238, -2.2625]],
  "lowdin_charge": [-0.276, -0.058, -0.278, 0.024, 0.176, 0.116, 0.132, 0.085, 0.136, 0.110, -0.175, -0.057, 0.002, 0.063],
  "charge": 0,
  "smiles": "C=C1C=NN/C1=N/N",
  "e_above_lowest_kj_mol": 591.4,
  "energy_ev": -10199.8098,
  "gap_ha": 0.29685,
  "e_homo_ev": -8.22
}


Record 6
{
  "formula": "C4H6N4",
  "method": "ωB97M-V/def2-TZVPD",
  "symbols": ["C", "C", "C", "C", "H", "H", "H", "H", "H", "H", "N", "N", "N", "N"],
  "xyz": [[0.7879, 2.3945, -0.1701], [0.1729, 1.3574, -1.1899], [-0.4454, -1.6973, 0.5612], [-1.3307, -2.4362, -0.3890], [0.4119, 3.6058, -0.4770], [1.9131, 2.2352, -0.0244], [0.3939, 2.0906, 0.9569], [-0.3632, 1.7949, -2.1092], [0.9521, -0.4280, 0.8856], [-0.4168, -3.0402, 1.9398], [-0.2753, 0.1781, -0.9554], [0.0639, -0.5005, 0.2550], [0.0310, -2.1883, 1.6202], [-1.8954, -3.3659, -0.9038]],
  "lowdin_charge": [-0.124, -0.233, -0.498, -0.097, 0.145, 0.059, 0.100, 0.116, 0.191, 0.065, 0.026, -0.020, 0.127, 0.143],
  "charge": 0,
  "smiles": "[H]/N=C(\\C#N)N/N=C\\C",
  "e_above_lowest_kj_mol": 400.9,
  "energy_ev": -10201.7848,
  "gap_ha": 0.35738,
  "e_homo_ev": -9.34
}